Record 1
C31H32N7O4PtS2Si | ωB97M-V/def2-TZVPD

Results
Multiplicity: 5
Net charge: +1
⟨S²⟩: 6.03
Orbital gap (spin up / spin down): 5.31 / 5.26 eV
Maximum force: 0.0053 Eh/bohr
E_tot: -84071.7678 eV
Lowest unoccupied orbital energy (spin up / spin down): -3.492 / -5.148 eV
Highest occupied orbital energy (spin up / spin down): -0.32344 / -0.38237 Eh
Energy above the lowest of the compared OMol25 structures with the same formula, charge and spin: 48.73 kJ/mol

CARTESIAN COORDINATES (ANGSTROEM)
Pt (1.239, -0.323, 0.594)
C (4.946, -0.464, 3.137)
C (3.907, -0.486, 2.058)
N (2.579, -0.367, 2.369)
O (2.342, -0.304, 3.692)
C (4.172, -0.558, 0.720)
C (5.520, -0.539, 0.100)
N (3.053, -0.622, -0.177)
O (3.317, -0.856, -1.403)
H (4.546, -0.881, 4.056)
H (5.264, 0.558, 3.350)
H (5.819, -1.043, 2.848)
H (1.446, 0.095, 3.797)
H (6.299, -0.678, 0.842)
H (5.683, 0.421, -0.396)
H (5.596, -1.306, -0.669)
N (-5.557, 4.267, 2.901)
C (-4.360, 3.603, 2.810)
C (-3.873, 2.869, 3.901)
C (-2.692, 2.168, 3.799)
C (-1.975, 2.200, 2.608)
C (-2.438, 2.929, 1.520)
C (-3.627, 3.620, 1.616)
S (-0.446, 1.387, 2.507)
O (-0.031, 1.040, 3.852)
O (0.444, 2.171, 1.688)
N (-0.556, -0.029, 1.649)
C (-1.400, -1.018, 2.034)
N (-1.286, -2.218, 1.427)
C (-2.113, -3.200, 1.783)
C (-3.094, -3.023, 2.727)
C (-3.142, -1.756, 3.307)
N (-2.323, -0.777, 2.980)
H (-5.922, 4.455, 3.818)
H (-5.753, 4.978, 2.217)
H (-4.429, 2.860, 4.829)
H (-2.312, 1.597, 4.633)
H (-1.856, 2.962, 0.610)
H (-3.993, 4.192, 0.773)
H (-1.965, -4.155, 1.287)
H (-3.769, -3.814, 3.012)
H (-3.872, -1.529, 4.076)
C (-0.716, -1.598, -5.160)
C (-1.613, -0.691, -4.615)
C (-1.293, -0.026, -3.435)
C (-0.069, -0.241, -2.790)
C (0.825, -1.155, -3.362)
C (0.502, -1.829, -4.530)
Si (0.309, 0.788, -1.256)
C (1.374, 2.258, -1.659)
C (2.639, 2.163, -2.247)
C (3.365, 3.304, -2.549)
C (2.843, 4.560, -2.266)
C (1.591, 4.672, -1.683)
C (0.865, 3.530, -1.380)
H (-0.956, -2.109, -6.084)
H (-2.553, -0.487, -5.113)
H (-1.996, 0.691, -3.025)
H (1.782, -1.328, -2.885)
H (1.210, -2.523, -4.964)
H (-1.024, 1.308, -0.862)
H (3.060, 1.191, -2.475)
H (4.341, 3.215, -3.009)
H (3.414, 5.449, -2.499)
H (1.181, 5.648, -1.457)
H (-0.107, 3.634, -0.915)
S (0.724, -2.807, 0.243)
C (-0.254, -3.535, -0.988)
N (-1.206, -2.820, -1.623)
C (-2.017, -3.324, -2.563)
C (-1.900, -4.644, -2.928)
C (-0.924, -5.421, -2.313)
C (-0.106, -4.873, -1.338)
H (-1.247, -1.819, -1.442)
H (-2.720, -2.632, -3.000)
H (-2.552, -5.051, -3.686)
H (-0.807, -6.461, -2.588)
H (0.648, -5.459, -0.834)

=====

Record 2
C31H33AuN3OS2 | ωB97M-V/def2-TZVPD

Results
Net charge: -1
Orbital gap: 7.25 eV
Maximum force: 0.0120 Eh/bohr
E_tot: -64564.3941 eV
Lowest unoccupied orbital energy: 2.635 eV
Highest occupied orbital energy: -0.16959 Eh
Energy above the lowest of the compared OMol25 structures with the same formula, charge and spin: 0.00 kJ/mol

CARTESIAN COORDINATES (ANGSTROEM)
Au (1.414, 1.125, -1.589)
S (2.537, 4.482, -4.587)
C (3.642, 3.177, -4.664)
C (3.309, 2.193, -3.786)
C (2.134, 2.446, -3.001)
C (1.608, 3.670, -3.353)
C (0.387, 4.297, -2.831)
C (0.076, 5.645, -3.068)
C (-1.088, 6.174, -2.545)
C (-1.931, 5.360, -1.801)
C (-1.555, 4.035, -1.629)
N (-0.439, 3.519, -2.124)
H (4.474, 3.206, -5.352)
H (3.894, 1.286, -3.690)
H (0.750, 6.263, -3.646)
H (-1.336, 7.215, -2.715)
H (-2.852, 5.733, -1.372)
H (-2.178, 3.344, -1.071)
C (-0.685, -4.435, 1.439)
C (-1.785, -3.817, 0.580)
N (-2.283, -2.548, 1.104)
C (-3.451, -2.607, 1.978)
C (-3.161, -3.003, 3.422)
C (-1.587, -1.367, 1.014)
S (-0.612, -1.293, -0.451)
N (-1.847, -0.511, 1.975)
C (-1.687, 0.857, 1.889)
O (-1.285, 1.508, 0.948)
C (-2.155, 1.575, 3.133)
C (-2.767, 0.913, 4.192)
C (-3.240, 1.629, 5.284)
C (-3.101, 3.009, 5.325)
C (-2.466, 3.671, 4.281)
C (-1.991, 2.956, 3.194)
H (-0.230, -5.282, 0.921)
H (-1.066, -4.785, 2.397)
H (0.097, -3.701, 1.630)
H (-2.642, -4.491, 0.524)
H (-1.423, -3.676, -0.435)
H (-4.153, -3.314, 1.528)
H (-3.913, -1.622, 1.966)
H (-2.825, -4.037, 3.501)
H (-4.065, -2.901, 4.026)
H (-2.392, -2.351, 3.835)
H (-2.863, -0.163, 4.147)
H (-3.717, 1.108, 6.105)
H (-3.488, 3.569, 6.168)
H (-2.341, 4.747, 4.316)
H (-1.478, 3.447, 2.376)
C (1.954, -2.689, 0.663)
C (2.184, -1.499, -0.285)
C (3.426, -0.744, 0.235)
C (1.026, -0.450, -0.245)
C (2.485, -2.070, -1.675)
C (3.681, -2.759, -1.889)
C (3.987, -3.333, -3.114)
C (3.092, -3.240, -4.169)
C (1.901, -2.556, -3.978)
C (1.606, -1.977, -2.752)
H (1.857, -2.329, 1.692)
H (2.792, -3.389, 0.623)
H (1.049, -3.234, 0.399)
H (3.156, -0.158, 1.115)
H (3.810, -0.057, -0.518)
H (4.217, -1.439, 0.528)
H (0.991, -0.092, 0.785)
H (4.400, -2.844, -1.083)
H (4.932, -3.847, -3.244)
H (3.323, -3.687, -5.128)
H (1.197, -2.452, -4.795)
H (0.692, -1.409, -2.656)

=====

Record 3
C31H33Cl60NO2P | ωB97M-V/def2-TZVPD

Results
Net charge: -1
Orbital gap: 5.68 eV
Maximum force: 0.1824 Eh/bohr
E_tot: -798882.1171 eV
Lowest unoccupied orbital energy: 1.215 eV
Highest occupied orbital energy: -0.16405 Eh
Energy above the lowest of the compared OMol25 structures with the same formula, charge and spin: 399.28 kJ/mol

CARTESIAN COORDINATES (ANGSTROEM)
C (1.915, 0.830, 2.740)
C (1.411, 1.027, 1.419)
C (0.675, 1.043, -0.084)
C (-0.942, 1.291, 0.214)
C (-1.956, 0.688, -0.915)
P (-2.270, -1.227, -0.856)
N (-2.573, -3.022, -0.771)
C (-1.301, -1.485, 0.758)
C (0.001, -2.241, 0.900)
O (-0.831, -1.614, -1.730)
C (-0.634, -1.224, -3.053)
C (1.002, -1.039, -3.358)
O (1.614, -2.356, -3.589)
C (2.192, -2.932, -2.365)
C (1.536, -4.461, -2.202)
C (-3.462, -1.255, -2.356)
C (-4.860, -2.092, -1.915)
C (-3.894, 0.108, -3.064)
C (-5.062, 1.065, -2.512)
C (-5.658, 0.937, -1.024)
H (1.888, 0.716, 3.928)
H (1.148, 1.934, -0.678)
H (0.878, -0.018, -0.532)
H (-1.255, 1.166, 1.330)
H (-1.034, 2.477, 0.048)
H (-2.957, 1.314, -0.731)
H (-1.536, 1.089, -1.921)
H (-3.415, -0.921, -0.057)
H (-1.926, -3.502, -1.436)
H (-2.459, -3.365, 0.209)
H (-1.750, -1.062, 1.780)
H (0.849, -1.898, 1.667)
H (0.233, -3.152, 0.202)
H (-1.136, -0.287, -3.520)
H (-0.939, -2.127, -3.777)
H (1.542, -0.364, -2.574)
H (1.041, -0.465, -4.401)
H (3.356, -3.075, -2.583)
H (1.976, -2.280, -1.417)
H (0.479, -4.411, -2.737)
H (2.221, -5.253, -2.742)
H (1.366, -4.722, -1.052)
H (-3.136, -2.017, -3.223)
H (-5.682, -1.651, -2.661)
H (-4.798, -3.232, -2.154)
H (-5.227, -1.818, -0.843)
H (-4.328, -0.259, -4.128)
H (-3.012, 0.816, -3.458)
H (-6.012, 1.049, -3.241)
H (-4.676, 2.194, -2.615)
H (-6.601, 0.206, -1.046)
H (-4.937, 0.626, -0.164)
H (-6.112, 1.996, -0.713)
C (1.899, 4.880, 3.888)
Cl (0.980, 6.141, 4.748)
Cl (3.305, 5.616, 3.079)
Cl (2.459, 3.654, 5.054)
Cl (0.851, 4.108, 2.671)
C (1.599, -6.613, 1.943)
Cl (1.137, -4.935, 1.566)
Cl (2.780, -6.619, 3.277)
Cl (0.152, -7.533, 2.428)
Cl (2.326, -7.367, 0.502)
C (4.899, -0.428, 0.143)
Cl (3.624, 0.354, 1.113)
Cl (5.603, -1.779, 1.067)
Cl (4.197, -1.046, -1.373)
Cl (6.171, 0.761, -0.233)
C (-3.201, 5.775, 2.768)
Cl (-2.076, 7.156, 2.730)
Cl (-2.671, 4.545, 1.594)
Cl (-3.218, 5.068, 4.404)
Cl (-4.840, 6.332, 2.346)
C (7.599, 0.712, -4.021)
Cl (6.108, 0.102, -3.259)
Cl (8.749, -0.631, -4.235)
Cl (7.208, 1.418, -5.609)
Cl (8.330, 1.960, -2.980)
C (-6.801, 9.851, 2.110)
Cl (-7.121, 10.359, 0.433)
Cl (-7.860, 8.480, 2.528)
Cl (-5.097, 9.354, 2.265)
Cl (-7.127, 11.210, 3.215)
C (-3.560, -6.596, -1.588)
Cl (-3.194, -6.254, -3.298)
Cl (-5.104, -5.824, -1.145)
Cl (-3.687, -8.357, -1.349)
Cl (-2.256, -5.949, -0.561)
C (7.840, -3.518, -7.486)
Cl (7.570, -3.360, -9.240)
Cl (9.555, -3.890, -7.180)
Cl (7.411, -1.988, -6.679)
Cl (6.823, -4.833, -6.845)
C (3.340, 5.737, -1.125)
Cl (1.849, 5.127, -0.363)
Cl (4.491, 4.394, -1.339)
Cl (2.949, 6.443, -2.713)
Cl (4.071, 6.985, -0.084)
C (6.940, 5.860, -5.524)
Cl (5.665, 6.641, -4.555)
Cl (7.644, 4.508, -4.600)
Cl (6.238, 5.241, -7.040)
Cl (8.213, 7.048, -5.900)
C (-0.860, 1.601, 6.208)
Cl (-0.424, 3.270, 5.761)
Cl (0.379, 0.937, 7.302)
Cl (-2.440, 1.601, 7.031)
Cl (-0.955, 0.598, 4.739)
C (-8.060, 5.013, -1.503)
Cl (-8.522, 6.691, -1.880)
Cl (-6.879, 5.007, -0.169)
Cl (-9.507, 4.093, -1.018)
Cl (-7.333, 4.259, -2.944)
C (-0.107, -5.064, 5.582)
Cl (1.559, -5.294, 6.171)
Cl (-0.069, -4.275, 3.985)
Cl (-0.912, -6.647, 5.444)
Cl (-1.006, -4.039, 6.729)
C (8.293, -4.705, 3.149)
Cl (7.336, -3.698, 2.034)
Cl (9.273, -3.656, 4.204)
Cl (7.196, -5.693, 4.147)
Cl (9.367, -5.774, 2.211)
C (-4.007, -2.854, 9.254)
Cl (-4.926, -1.593, 10.114)
Cl (-2.601, -2.117, 8.445)
Cl (-3.447, -4.080, 10.419)
Cl (-5.055, -3.626, 8.037)